The following is a DFT calculation (ωB97M-V/def2-TZVPD) of 6 unconnected molecules or ions with the total composition C45H66F6NO21PS6 at a distorted geometry.

ORCA input file:
```
! RIJCOSX wB97M-V def2-TZVPD def2/J DEFGRID3
* xyz 0 1
C 1.496 6.465 1.519
C 1.491 5.151 0.708
C 0.672 4.113 1.504
F 1.329 3.884 2.711
C 0.396 2.849 0.714
C 1.178 1.693 0.727
C 2.450 1.628 1.558
C 3.550 2.574 0.949
C 4.803 1.816 0.544
O 4.851 1.243 -0.522
O 5.872 1.836 1.425
C 0.794 0.592 -0.018
C 1.651 -0.636 0.048
C 2.591 -0.891 -0.943
C 3.318 -2.055 -0.748
C 3.048 -2.861 0.331
N 2.154 -2.662 1.313
C 1.513 -1.511 1.100
C -0.336 0.591 -0.824
P -0.791 -0.897 -1.786
O -0.503 -2.261 -0.946
O -2.384 -0.927 -2.025
S 0.263 -0.954 -3.388
C -1.087 1.756 -0.862
C -0.738 2.846 -0.095
C -1.672 4.046 -0.183
O -1.302 5.201 -0.226
C -3.131 3.670 -0.255
C -4.077 4.363 0.440
C -5.388 3.926 0.341
C -5.754 2.845 -0.411
C -7.180 2.351 -0.579
C -8.234 2.979 0.363
C -9.197 1.931 1.006
C -10.642 2.141 0.608
F -11.148 3.308 1.047
F -10.753 2.104 -0.744
C -11.533 0.991 1.196
F -12.760 1.440 1.501
F -11.697 0.011 0.306
F -11.024 0.483 2.323
C -4.765 2.159 -1.107
C -3.473 2.580 -1.025
C -2.323 1.912 -1.734
O -2.375 1.583 -2.899
H 0.481 6.885 1.526
H 1.753 6.293 2.567
H 2.167 7.206 1.079
H 2.527 4.849 0.583
H 1.023 5.383 -0.247
H -0.256 4.630 1.759
H 2.900 0.635 1.575
H 2.252 1.892 2.595
H 3.754 3.428 1.599
H 3.138 2.989 0.028
H 6.512 2.451 1.039
H 2.754 -0.238 -1.789
H 4.096 -2.336 -1.447
H 3.633 -3.777 0.406
H 0.779 -1.235 1.867
H -1.351 -2.513 -0.547
H -2.517 -1.376 -2.880
H -3.819 5.207 1.069
H -6.117 4.500 0.902
H -7.243 1.258 -0.563
H -7.473 2.628 -1.601
H -7.809 3.552 1.185
H -8.824 3.692 -0.222
H -8.840 0.936 0.735
H -9.144 2.047 2.091
H -4.990 1.290 -1.719
C 8.404 -6.907 -1.403
C 7.885 -6.542 -0.025
O 7.929 -5.124 0.213
S 6.803 -4.217 -0.459
C 7.117 -2.750 0.463
O 5.518 -4.735 -0.099
O 7.145 -3.986 -1.827
H 7.739 -6.539 -2.184
H 8.480 -7.990 -1.504
H 9.385 -6.463 -1.575
H 6.873 -6.920 0.131
H 8.520 -6.994 0.736
H 6.893 -2.937 1.510
H 6.465 -1.971 0.070
H 8.158 -2.469 0.329
C -0.305 -5.490 -3.848
C 1.059 -5.723 -3.228
O 2.112 -5.724 -4.211
S 2.589 -4.312 -4.775
C 4.061 -4.871 -5.565
O 2.933 -3.475 -3.671
O 1.668 -3.876 -5.776
H -0.388 -4.480 -4.250
H -1.088 -5.624 -3.101
H -0.477 -6.183 -4.672
H 1.271 -4.986 -2.450
H 1.087 -6.706 -2.758
H 4.748 -5.241 -4.809
H 4.495 -4.020 -6.086
H 3.804 -5.653 -6.276
C -7.237 -2.850 -6.343
C -6.438 -1.908 -5.464
O -6.274 -2.421 -4.126
S -5.194 -3.568 -3.892
C -5.168 -3.490 -2.132
O -3.929 -3.123 -4.398
O -5.755 -4.822 -4.283
H -6.689 -3.772 -6.534
H -7.455 -2.380 -7.302
H -8.176 -3.124 -5.859
H -5.465 -1.685 -5.904
H -6.970 -0.964 -5.360
H -4.781 -2.520 -1.826
H -4.516 -4.286 -1.780
H -6.178 -3.641 -1.760
C -3.269 -3.586 6.045
C -1.921 -3.779 6.712
O -0.842 -3.791 5.762
S -0.354 -2.393 5.164
C 1.138 -2.969 4.433
O -0.050 -1.512 6.250
O -1.256 -1.996 4.126
H -3.355 -2.590 5.611
H -4.073 -3.710 6.771
H -3.404 -4.305 5.237
H -1.744 -3.018 7.475
H -1.895 -4.747 7.210
H 1.808 -3.310 5.219
H 1.583 -2.138 3.893
H 0.904 -3.775 3.743
C 5.966 9.189 1.377
C 7.168 8.292 1.603
O 7.124 7.639 2.886
S 6.150 6.390 3.057
C 6.798 5.816 4.590
O 6.440 5.432 2.031
O 4.819 6.863 3.266
H 5.050 8.606 1.288
H 6.091 9.766 0.460
H 5.835 9.875 2.214
H 7.267 7.552 0.807
H 8.077 8.891 1.602
H 7.825 5.492 4.440
H 6.181 4.980 4.912
H 6.745 6.622 5.317
*
```

Calculated values
Energy relative to the best compared isomer or geometry (same formula, charge and spin), kcal/mol: 0.00
Maximum force, Eh/bohr: 0.0458
HOMO, eV: -8.3
Lowest unoccupied orbital energy, eV: -0.422
SMILES: CC[C@H](F)c1c(CCC(=O)O)c(-c2cccnc2)c(P(O)(O)=S)c2c1C(=O)c1ccc(CCCC(F)(F)C(F)(F)F)cc1C2=O.CCOS(C)(=O)=O.CCOS(C)(=O)=O.CCOS(C)(=O)=O.CCOS(C)(=O)=O.CCOS(C)(=O)=O

The following is a DFT calculation (ωB97M-V/def2-TZVPD) of a molecular structure, C45H68N4O3PdS.

ORCA input file:
```
! RIJCOSX wB97M-V def2-TZVPD def2/J DEFGRID3
* xyz 2 5
Pd -1.208 0.189 0.800
C -4.183 -0.545 1.445
N -3.312 0.648 1.472
C -3.517 1.377 2.732
C -3.620 1.525 0.315
C -2.486 2.499 0.036
N -1.345 1.828 -0.653
C -0.088 2.595 -0.467
C 1.129 1.976 -1.103
C 1.874 2.712 -1.969
C 3.094 2.221 -2.502
C 3.520 0.939 -2.104
C 2.842 0.138 -1.217
C 1.557 0.631 -0.740
O 0.805 -0.122 -0.066
C 3.440 -1.223 -0.830
C 3.374 -2.136 -2.068
C 4.910 -1.021 -0.413
C 2.737 -1.931 0.337
C 3.973 3.052 -3.426
C 4.185 2.290 -4.743
C 5.335 3.270 -2.742
C 3.360 4.418 -3.743
C -1.637 1.546 -2.078
C -1.180 0.224 -2.655
C -0.686 0.200 -3.919
C -0.447 -1.020 -4.611
C -0.698 -2.233 -3.940
C -1.199 -2.298 -2.663
C -1.476 -1.032 -1.990
O -1.989 -1.031 -0.838
C -1.467 -3.625 -1.956
C -1.066 -4.824 -2.822
C -2.974 -3.751 -1.643
C -0.644 -3.701 -0.658
C 0.014 -0.974 -6.056
C 0.300 -2.362 -6.626
C -1.108 -0.315 -6.885
C 1.290 -0.126 -6.158
H -5.233 -0.258 1.556
H -3.919 -1.204 2.270
H -4.049 -1.076 0.507
H -4.538 1.768 2.776
H -2.813 2.202 2.823
H -3.371 0.702 3.570
H -4.542 2.095 0.467
H -3.773 0.878 -0.545
H -2.095 2.901 0.968
H -2.857 3.347 -0.547
H 0.065 2.685 0.607
H -0.215 3.604 -0.871
H 1.546 3.714 -2.223
H 4.455 0.574 -2.507
H 3.999 -1.759 -2.881
H 2.348 -2.224 -2.438
H 3.728 -3.135 -1.806
H 5.528 -0.607 -1.210
H 5.336 -1.987 -0.139
H 4.984 -0.361 0.455
H 1.734 -2.268 0.082
H 2.667 -1.295 1.222
H 3.334 -2.805 0.601
H 4.618 1.301 -4.580
H 4.869 2.854 -5.381
H 3.243 2.169 -5.280
H 5.877 2.334 -2.595
H 5.219 3.756 -1.770
H 5.952 3.915 -3.370
H 2.383 4.328 -4.228
H 4.016 4.950 -4.433
H 3.254 5.038 -2.848
H -1.185 2.346 -2.668
H -2.714 1.626 -2.224
H -0.504 1.141 -4.429
H -0.493 -3.152 -4.463
H -1.670 -4.900 -3.730
H -1.227 -5.736 -2.247
H -0.010 -4.798 -3.102
H -3.584 -3.504 -2.517
H -3.273 -3.107 -0.818
H -3.195 -4.785 -1.369
H 0.428 -3.669 -0.873
H -0.856 -4.650 -0.161
H -0.882 -2.895 0.031
H -0.597 -2.984 -6.660
H 1.071 -2.889 -6.057
H 0.663 -2.257 -7.649
H -2.043 -0.872 -6.798
H -0.818 -0.305 -7.938
H -1.291 0.717 -6.579
H 2.100 -0.560 -5.565
H 1.129 0.902 -5.825
H 1.616 -0.086 -7.199
C -3.375 2.748 7.450
C -2.692 2.319 6.155
C -1.257 1.877 6.420
N -0.528 1.531 5.180
C -0.683 0.509 4.367
S 0.122 0.523 2.824
N -1.424 -0.572 4.674
C -1.941 -1.153 5.903
O -3.051 -1.600 5.849
C -1.027 -1.270 7.057
C 0.357 -1.212 6.910
C 1.168 -1.360 8.024
C 0.596 -1.557 9.275
C -0.786 -1.624 9.417
C -1.600 -1.490 8.307
H -4.408 3.046 7.267
H -2.859 3.596 7.906
H -3.390 1.933 8.178
H -2.689 3.141 5.433
H -3.244 1.488 5.701
H -1.235 1.043 7.112
H -0.688 2.678 6.888
H 0.062 2.252 4.790
H -1.637 -1.149 3.874
H 0.807 -1.081 5.932
H 2.245 -1.331 7.917
H 1.232 -1.667 10.145
H -1.226 -1.789 10.392
H -2.678 -1.554 8.392
*
```

Calculated values
Maximum force, Eh/bohr: 0.0121
HOMO (alpha / beta), eV: -13.1 / -13.8
Lowest unoccupied orbital energy (alpha / beta), eV: -4.624 / -7.067

The following is a DFT calculation (ωB97M-V/def2-TZVPD) of a molecular structure, C45H69BrN3O8SSiW at a distorted geometry.

ORCA input file:
```
! RIJCOSX wB97M-V def2-TZVPD def2/J DEFGRID3
* xyz 1 1
W 0.785 -0.122 0.818
C -0.123 5.190 0.747
C 0.056 3.891 -0.031
C 0.307 4.158 -1.516
O -1.069 3.035 0.109
C 1.276 3.104 0.508
O 2.324 3.652 0.720
O 1.133 1.791 0.618
H -0.905 5.800 0.291
H 0.810 5.749 0.742
H -0.391 4.982 1.781
H -0.527 4.720 -1.938
H 0.389 3.214 -2.057
H 1.221 4.735 -1.652
H -1.833 3.458 -0.298
O -1.742 -3.191 1.894
C -0.921 -2.476 1.392
O -0.842 -1.177 1.524
C 0.193 -2.948 0.408
O 0.467 -4.079 0.139
O 0.745 -1.875 -0.134
C -4.160 1.455 -2.929
C -4.161 -0.066 -2.709
C -5.225 -0.696 -3.624
C -4.575 -0.314 -1.251
Si -2.423 -0.798 -3.130
Br -1.064 0.190 -1.134
C -2.242 -2.716 -3.023
C -3.091 -3.271 -1.869
C -2.736 -3.354 -4.333
C -0.787 -3.146 -2.791
C -1.446 0.039 -4.585
C -1.088 1.508 -4.315
C -2.302 -0.030 -5.861
C -0.121 -0.694 -4.843
H -5.116 1.867 -2.597
H -4.040 1.707 -3.982
H -3.361 1.926 -2.354
H -6.188 -0.219 -3.427
H -5.340 -1.763 -3.433
H -4.991 -0.559 -4.681
H -5.537 0.174 -1.076
H -3.851 0.100 -0.549
H -4.699 -1.372 -1.027
H -4.154 -3.100 -2.041
H -2.807 -2.837 -0.908
H -2.940 -4.350 -1.799
H -3.777 -3.102 -4.541
H -2.662 -4.440 -4.245
H -2.134 -3.045 -5.188
H -0.326 -2.588 -1.982
H -0.174 -3.018 -3.680
H -0.759 -4.202 -2.518
H -1.968 2.133 -4.177
H -0.526 1.895 -5.168
H -0.465 1.591 -3.426
H -3.225 0.542 -5.755
H -2.567 -1.057 -6.117
H -1.739 0.393 -6.695
H 0.496 -0.726 -3.942
H 0.433 -0.161 -5.619
H -0.286 -1.709 -5.202
C 2.815 1.019 3.547
C 3.297 -0.243 2.809
C 4.375 0.240 1.806
C 2.151 -0.868 2.025
C 3.894 -1.279 3.758
C 4.553 -2.392 3.233
C 5.089 -3.370 4.053
C 4.951 -3.277 5.430
C 4.292 -2.183 5.966
C 3.770 -1.197 5.140
H 2.481 1.757 2.819
H 3.625 1.454 4.133
H 1.978 0.801 4.208
H 3.932 0.973 1.130
H 4.778 -0.584 1.220
H 5.199 0.700 2.350
H 2.170 -1.957 2.146
H 4.634 -2.513 2.159
H 5.608 -4.210 3.612
H 5.336 -4.057 6.072
H 4.176 -2.095 7.038
H 3.253 -0.363 5.596
C 3.676 -2.192 -3.265
N 3.415 -1.551 -1.987
C 3.439 -2.454 -0.851
C 3.043 -0.256 -1.893
N 2.224 0.206 -0.972
N 3.534 0.591 -2.850
C 2.964 1.918 -3.009
C 4.924 0.511 -3.285
H 3.094 -3.114 -3.316
H 4.731 -2.450 -3.378
H 3.372 -1.549 -4.086
H 4.436 -2.897 -0.773
H 2.711 -3.257 -0.969
H 3.212 -1.905 0.055
H 2.283 1.214 -0.988
H 1.877 1.872 -2.949
H 3.231 2.289 -3.998
H 3.348 2.628 -2.265
H 5.403 -0.383 -2.900
H 5.472 1.377 -2.905
H 4.985 0.514 -4.375
O -0.067 0.893 2.653
S -1.102 1.911 3.117
C -0.927 1.978 4.902
C -1.370 3.166 5.468
C -1.336 3.321 6.844
C -0.856 2.289 7.638
C -0.385 1.118 7.061
C -0.413 0.958 5.684
C -2.664 1.017 3.073
C -2.716 -0.296 3.511
C -3.888 -1.016 3.358
C -5.002 -0.412 2.789
C -4.955 0.915 2.389
C -3.775 1.632 2.517
H -1.742 3.960 4.831
H -1.678 4.242 7.296
H -0.835 2.409 8.713
H 0.004 0.331 7.693
H -0.033 0.054 5.226
H -1.846 -0.763 3.948
H -3.916 -2.054 3.654
H -5.909 -0.983 2.646
H -5.828 1.393 1.967
H -3.720 2.666 2.196
*
```

Calculated values
Energy relative to the best compared isomer or geometry (same formula, charge and spin), kcal/mol: 8.57
Maximum force, Eh/bohr: 0.0468
HOMO, eV: -11.0
Lowest unoccupied orbital energy, eV: -3.418

We obtain E_tot values of -182829.2352 -74173.9048 -159213.4649 eV for the records listed above, in that order.